Molecular formula: C21H34Cl4N5Tl
Method: DFT, ωB97M-V with the def2-TZVPD basis set

The calculation puts the HOMO energy at -0.51067 hartree. For the energy relative to the best compared isomer or geometry (same formula, charge and spin), the calculation gives 0.0 kcal/mol. The calculation puts the total energy at -3107.04582 hartree. The frontier orbital gap comes out at 7.75 eV.

ORCA input file:
```
! wB97M-V def2-TZVPD RIJCOSX def2/J DEFGRID3
* xyz 2 1
Tl 0.248 0.180 -0.430
C -3.528 -3.572 -1.980
N -2.967 -2.346 -1.422
C -2.658 -2.503 -0.012
C -1.877 -1.775 -2.196
C -0.515 -2.394 -1.982
C -0.205 -3.642 -2.534
C 1.007 -4.264 -2.289
C 1.963 -3.660 -1.485
C 1.712 -2.409 -0.937
C 0.483 -1.826 -1.206
H -4.460 -3.801 -1.465
H -2.863 -4.438 -1.868
H -3.752 -3.428 -3.037
H -3.558 -2.799 0.526
H -2.321 -1.549 0.400
H -1.879 -3.253 0.184
H -1.811 -0.700 -1.957
H -2.137 -1.830 -3.254
H -0.933 -4.122 -3.176
H 1.210 -5.229 -2.734
H 2.907 -4.151 -1.292
H 2.461 -1.925 -0.328
Cl 4.992 -0.694 0.418
C 4.865 0.201 -1.084
Cl 3.285 1.052 -1.247
H 4.941 -0.478 -1.925
H 5.627 0.971 -1.112
C 1.256 5.724 -1.323
N 0.682 4.383 -1.462
C -0.304 4.022 -2.349
C -0.573 2.713 -2.120
N 0.242 2.277 -1.096
C 0.986 3.316 -0.727
H 1.272 6.195 -2.302
H 2.274 5.641 -0.952
H 0.652 6.315 -0.639
H -0.713 4.720 -3.057
H -1.292 2.073 -2.601
H 1.753 3.313 0.029
C 0.003 1.771 2.446
C 0.146 1.730 3.990
N 0.810 0.502 4.405
C -0.002 -0.647 4.031
C -0.264 -0.643 2.506
N 0.501 0.483 1.877
C 1.949 0.336 2.225
C 2.113 0.411 3.763
H 0.593 2.574 2.005
H -1.034 1.904 2.141
H -0.831 1.781 4.469
H 0.727 2.582 4.342
H -0.942 -0.613 4.581
H 0.521 -1.555 4.331
H -1.317 -0.482 2.273
H 0.051 -1.574 2.029
H 2.499 1.125 1.711
H 2.290 -0.619 1.820
H 2.702 1.284 4.045
H 2.635 -0.469 4.136
Cl -3.930 1.388 -2.587
C -4.055 0.660 -1.000
Cl -2.706 1.192 0.093
H -3.972 -0.419 -1.098
H -4.963 0.992 -0.512
*
```

Formally, the Mulliken partial charges of the atoms, in units of the elementary charge, are as follows: 1.1151 -1.0247 -0.0453 -0.7307 -0.2832 0.0770 -0.6056 -0.9567 -0.8614 -0.4515 1.0954 0.3029 0.3488 0.3736 0.5001 -0.0460 0.3711 -0.9746 0.8926 0.5532 0.4253 0.4744 0.2580 -0.1045 -0.4895 -0.0212 0.3463 0.3915 -0.8576 0.0488 -0.5698 -0.3324 0.0967 -0.2947 0.3382 0.3427 0.3332 0.4676 0.3670 0.5134 -0.1035 -0.9295 -0.1062 -0.9587 -0.1703 -0.4130 0.0739 -0.9173 0.2830 0.2951 0.2873 0.3651 0.3497 0.3091 0.3594 0.4411 0.4061 0.1263 0.2703 0.3822 -0.1122 0.2263 -0.0350 -0.2466 0.4341

Molecular formula: C21H34FN3O
Method: DFT, ωB97M-V with the def2-TZVPD basis set

The calculation puts the HOMO energy at -0.29564 hartree. As for the SMILES: Cc1cc(F)ccc1N1CCC(N2CCN(C(C)C)[C@H](CCO)C2)CC1. For the energy relative to the best compared isomer or geometry (same formula, charge and spin), the calculation gives 0.0 kcal/mol. The calculation puts the total energy at -1159.96278 hartree. The frontier orbital gap comes out at 8.81 eV.

ORCA input file:
```
! wB97M-V def2-TZVPD RIJCOSX def2/J DEFGRID3
* xyz 0 1
C -2.670 -2.429 2.290
C -2.874 -3.342 1.120
C -3.810 -4.360 1.206
C -4.061 -5.169 0.115
F -4.984 -6.154 0.225
C -3.406 -4.985 -1.085
C -2.460 -3.981 -1.172
C -2.167 -3.161 -0.082
N -1.231 -2.118 -0.165
C 0.006 -2.290 0.565
C 0.658 -0.936 0.836
C 0.942 -0.189 -0.472
N 1.437 1.173 -0.217
C 2.570 1.238 0.695
C 2.903 2.694 1.015
N 3.195 3.420 -0.197
C 3.930 4.666 -0.071
C 3.425 5.621 1.018
C 5.416 4.360 0.151
C 2.177 3.337 -1.218
C 0.928 4.255 -1.103
C 0.009 4.148 0.120
O -0.646 2.921 0.258
C 1.826 1.858 -1.443
C -0.372 -0.140 -1.265
C -0.964 -1.536 -1.458
H -2.317 -1.460 1.949
H -1.941 -2.839 2.989
H -3.606 -2.300 2.829
H -4.364 -4.516 2.119
H -3.629 -5.620 -1.928
H -1.935 -3.842 -2.104
H -0.193 -2.799 1.508
H 0.710 -2.918 -0.013
H 1.578 -1.124 1.389
H -0.008 -0.326 1.447
H 1.692 -0.763 -1.051
H 3.456 0.748 0.256
H 2.321 0.744 1.633
H 2.070 3.118 1.593
H 3.793 2.709 1.647
H 3.838 5.172 -1.039
H 3.995 6.547 0.980
H 3.552 5.183 2.005
H 2.375 5.859 0.875
H 5.585 3.938 1.138
H 5.762 3.648 -0.594
H 6.002 5.271 0.065
H 2.662 3.664 -2.151
H 1.274 5.290 -1.157
H 0.321 4.069 -1.993
H 0.566 4.394 1.036
H -0.783 4.899 0.012
H 0.040 2.218 0.235
H 2.708 1.364 -1.886
H 1.012 1.816 -2.164
H -0.221 0.290 -2.254
H -1.084 0.483 -0.723
H -1.904 -1.454 -2.009
H -0.259 -2.146 -2.051
*
```

Formally, the natural (NBO) partial charges of the atoms, in units of the elementary charge, are as follows: -0.6403 -0.0083 -0.2655 0.3836 -0.3298 -0.2819 -0.2201 0.1459 -0.4624 -0.2044 -0.4102 -0.0394 -0.4734 -0.2102 -0.2224 -0.4868 -0.0226 -0.6304 -0.6092 -0.0202 -0.4535 -0.0622 -0.7655 -0.2217 -0.4075 -0.2114 0.2333 0.2157 0.2210 0.2226 0.2276 0.2147 0.2127 0.1673 0.2093 0.2142 0.1700 0.1711 0.2061 0.1730 0.2056 0.1930 0.2134 0.2035 0.2091 0.1975 0.2155 0.2066 0.2021 0.2052 0.2068 0.1452 0.1787 0.4902 0.1777 0.2089 0.2070 0.2280 0.2163 0.1611

Molecular formula: C21H34N2O6S
Method: DFT, ωB97M-V with the def2-TZVPD basis set

The calculation puts the HOMO energy at -0.33076 hartree. As for the SMILES: Cc1ccc(S(=O)(=O)N[C@H](CC(C)C)C(=O)N2CCOCCOCCOCC2)cc1. For the energy relative to the best compared isomer or geometry (same formula, charge and spin), the calculation gives 25.2 kcal/mol. The calculation puts the total energy at -1779.71401 hartree. The frontier orbital gap comes out at 9.72 eV.

ORCA input file:
```
! wB97M-V def2-TZVPD RIJCOSX def2/J DEFGRID3
* xyz 0 1
C 3.177 6.628 -0.497
C 2.537 5.287 -0.310
C 1.152 5.157 -0.348
C 0.554 3.924 -0.155
C 1.347 2.818 0.080
S 0.592 1.213 0.262
O 1.380 0.403 1.147
O -0.803 1.372 0.572
N 0.835 0.623 -1.289
C 0.411 -0.764 -1.423
C 1.239 -1.464 -2.511
C 2.612 -1.964 -2.036
C 3.438 -0.842 -1.413
C 2.488 -3.129 -1.056
C -1.084 -0.729 -1.765
O -1.532 0.245 -2.353
N -1.873 -1.757 -1.397
C -1.404 -2.987 -0.806
C -1.522 -3.007 0.724
O -0.867 -1.863 1.220
C -0.449 -1.924 2.558
C -1.548 -2.101 3.620
O -2.293 -0.948 3.931
C -3.514 -0.757 3.257
C -3.412 -0.087 1.880
O -3.772 -1.024 0.878
C -3.754 -0.475 -0.423
C -3.308 -1.520 -1.452
C 2.724 2.922 0.122
C 3.314 4.158 -0.072
H 4.183 6.526 -0.896
H 2.589 7.249 -1.167
H 3.246 7.140 0.463
H 0.540 6.028 -0.530
H -0.517 3.800 -0.175
H 0.288 1.183 -1.941
H 0.551 -1.222 -0.444
H 0.671 -2.308 -2.913
H 1.379 -0.749 -3.324
H 3.137 -2.329 -2.928
H 2.981 -0.508 -0.486
H 3.501 0.006 -2.089
H 4.445 -1.195 -1.199
H 1.914 -3.946 -1.490
H 2.009 -2.807 -0.134
H 3.475 -3.508 -0.803
H -0.363 -3.138 -1.086
H -1.997 -3.812 -1.215
H -1.049 -3.925 1.107
H -2.581 -2.998 1.010
H 0.259 -2.762 2.681
H 0.078 -0.982 2.721
H -2.219 -2.923 3.334
H -1.044 -2.375 4.553
H -4.042 -1.713 3.134
H -4.095 -0.122 3.931
H -2.393 0.279 1.709
H -4.101 0.769 1.832
H -3.065 0.374 -0.466
H -4.763 -0.122 -0.684
H -3.827 -2.462 -1.273
H -3.555 -1.143 -2.448
H 3.307 2.036 0.313
H 4.390 4.250 -0.039
*
```

Formally, the natural (NBO) partial charges of the atoms, in units of the elementary charge, are as follows: -0.6314 0.0125 -0.2218 -0.1873 -0.2726 2.2992 -0.9542 -0.9521 -0.8543 -0.1885 -0.3928 -0.2062 -0.6153 -0.6128 0.7033 -0.6615 -0.4405 -0.2129 -0.0863 -0.5592 -0.0904 -0.0935 -0.5316 -0.0796 -0.1094 -0.5660 -0.0770 -0.2346 -0.1913 -0.2086 0.2190 0.2201 0.2267 0.2155 0.2414 0.4204 0.2647 0.2065 0.2187 0.1983 0.2218 0.2100 0.2031 0.1999 0.2046 0.2148 0.2109 0.2041 0.1699 0.1962 0.1596 0.2269 0.1647 0.1891 0.1732 0.1883 0.2239 0.1618 0.2089 0.1700 0.2047 0.2257 0.2392 0.2141